{
  "formula": "C12H92NO42PS",
  "method": "wB97M-V/def2-TZVPD",
  "elements": ["C", "C", "C", "O", "C", "C", "C", "C", "P", "S", "C", "C", "C", "C", "O", "N", "C", "O", "H", "H", "H", "H", "H", "H", "H", "H", "H", "H", "H", "H", "H", "H", "O", "H", "H", "O", "H", "H", "O", "H", "H", "O", "H", "H", "O", "H", "H", "O", "H", "H", "O", "H", "H", "O", "H", "H", "O", "H", "H", "O", "H", "H", "O", "H", "H", "O", "H", "H", "O", "H", "H", "O", "H", "H", "O", "H", "H", "O", "H", "H", "O", "H", "H", "O", "H", "H", "O", "H", "H", "O", "H", "H", "O", "H", "H", "O", "H", "H", "O", "H", "H", "O", "H", "H", "O", "H", "H", "O", "H", "H", "O", "H", "H", "O", "H", "H", "O", "H", "H", "O", "H", "H", "O", "H", "H", "O", "H", "H", "O", "H", "H", "O", "H", "H", "O", "H", "H", "O", "H", "H", "O", "H", "H", "O", "H", "H", "O", "H", "H"],
  "xyz": [[-2.89438, 2.11031, -2.11024], [-3.40699, 1.12038, -1.05033], [-2.64211, 1.16650, 0.25793], [-1.22189, 1.15370, 0.10552], [-0.70079, -0.15294, -0.04549], [0.54757, -0.03331, -0.88777], [1.40285, 1.05865, -0.70386], [2.54248, 1.22735, -1.49586], [3.62965, 2.67392, -1.30091], [3.63648, 3.81548, -2.88424], [2.82596, 0.25544, -2.45076], [1.98480, -0.83486, -2.59144], [0.83076, -0.99960, -1.84488], [2.58304, -1.72247, -3.63592], [2.28736, -2.84822, -3.94279], [3.64036, -1.01351, -4.18364], [3.95217, 0.12312, -3.41649], [4.92634, 0.79322, -3.57767], [-3.58950, 2.93520, -2.26194], [-1.92922, 2.54932, -1.87345], [-2.83672, 1.59037, -3.06093], [-3.40442, 0.11224, -1.45950], [-4.43380, 1.40307, -0.82361], [-2.94148, 0.32482, 0.89236], [-2.88301, 2.08399, 0.79228], [-0.44255, -0.56536, 0.93297], [-1.41865, -0.80664, -0.54124], [1.15394, 1.78803, 0.05512], [4.91067, 2.20295, -0.99148], [3.19543, 3.41578, -0.19443], [0.18712, -1.85426, -1.99784], [4.39248, -1.53009, -4.62672], [4.91986, -0.11084, 0.03990], [5.58192, -0.37923, -0.60608], [4.45785, -0.93738, 0.24351], [5.56493, -2.74204, 0.44072], [6.25666, -2.17117, 0.79191], [5.29334, -3.26723, 1.20539], [-6.35834, 2.57525, -0.54294], [-6.87469, 3.15547, 0.03434], [-6.67690, 2.77408, -1.42844], [6.21797, -4.04080, -2.17211], [5.92361, -3.42305, -2.84566], [5.96028, -3.62431, -1.33597], [0.38224, -1.95185, 2.47686], [1.08551, -1.37752, 2.81548], [0.11628, -2.46531, 3.24681], [2.38444, -3.52419, 0.44041], [2.30675, -3.55438, -0.51821], [1.47415, -3.46332, 0.75412], [6.31870, -5.40112, 1.28344], [6.96429, -5.68550, 0.62496], [5.81607, -6.19886, 1.48635], [-7.71398, 4.66875, 1.66727], [-8.60067, 5.03332, 1.53432], [-7.61216, 4.64260, 2.62055], [-9.28866, 3.79536, 3.63740], [-8.86882, 2.98419, 3.32397], [-10.12987, 3.49390, 3.99745], [-0.15703, 2.40204, -3.76824], [0.20568, 1.78663, -3.11827], [0.62330, 2.77462, -4.19864], [-10.00972, 6.03869, 0.65397], [-10.52646, 6.60806, 1.23225], [-10.33309, 6.23197, -0.23105], [2.80539, -4.46855, -6.59416], [2.60666, -3.87281, -7.33339], [2.49627, -3.99550, -5.81332], [1.31974, 0.13321, 4.25145], [0.84611, 0.49443, 5.00857], [2.24319, 0.13179, 4.52869], [-11.76546, 4.49652, 5.70135], [-11.16916, 5.08376, 5.22390], [-12.17260, 5.07022, 6.36349], [-13.53382, 6.93129, 6.75710], [-14.05216, 7.49163, 7.34285], [-13.85863, 7.14171, 5.87571], [8.12848, -6.82439, 2.92809], [9.05642, -6.66635, 2.73169], [7.65039, -6.09842, 2.49185], [2.78642, -2.16672, -8.40363], [2.89258, -1.40087, -7.82918], [3.62210, -2.21047, -8.88900], [3.72915, 1.24834, 5.43214], [3.89633, 1.97642, 6.04000], [4.49346, 1.25805, 4.83802], [-3.21992, -0.60415, -3.82117], [-2.56845, -0.89979, -4.46734], [-3.71354, -1.40021, -3.60759], [5.10266, -1.27763, -9.88666], [6.06020, -1.21304, -9.99447], [4.74722, -0.56462, -10.42644], [-1.20145, 0.25042, -5.45576], [-1.06100, 0.99498, -4.84544], [-0.42571, 0.26922, -6.02777], [4.42139, -0.75539, 7.91374], [4.12250, -0.10125, 7.27227], [4.20662, -0.37575, 8.77099], [-11.35373, 3.11224, 8.58968], [-11.86638, 3.67016, 9.18191], [-11.68212, 3.32779, 7.70799], [7.75570, 1.53209, -1.20839], [6.99309, 1.43959, -0.62748], [7.40455, 1.37071, -2.09228], [4.19552, 2.51553, 2.82375], [4.11662, 2.50215, 1.86657], [3.28270, 2.59262, 3.12390], [7.42969, -2.09694, -8.42899], [7.73473, -2.21713, -7.52519], [6.55946, -2.51290, -8.42573], [3.03996, 6.28000, -0.46892], [2.14276, 6.49974, -0.73914], [3.41502, 5.83381, -1.24313], [4.58467, -3.39988, 3.24882], [3.63232, -3.54402, 3.22429], [4.83093, -3.59566, 4.15666], [-2.18872, -3.15808, -3.68842], [-1.89172, -3.77146, -3.00754], [-1.37544, -2.86531, -4.11422], [2.42547, -2.29741, 5.59574], [3.13928, -1.74397, 5.93043], [2.14757, -2.80764, 6.36847], [2.20489, 4.44125, 1.66987], [2.81887, 5.01480, 1.18717], [1.80785, 5.03011, 2.31899], [-0.95062, -3.31536, 0.01556], [-0.81121, -2.66623, 0.72099], [-1.24906, -4.10571, 0.47735], [2.47857, -4.82040, 7.63257], [2.12094, -5.67392, 7.89598], [3.34351, -5.02906, 7.26514], [-0.02885, -0.18051, -8.60760], [0.40096, -1.01370, -8.84105], [-0.89272, -0.46958, -8.28976], [-8.38238, 2.75539, 7.59214], [-8.47789, 2.75642, 6.63449], [-9.28897, 2.76999, 7.92476], [-1.27968, 0.16918, 6.00242], [-2.04144, 0.14001, 6.58933], [-1.64437, -0.01755, 5.13058], [-9.74616, 0.78335, 3.05945], [-9.31192, -0.01602, 2.74549], [-10.58554, 0.47700, 3.41677], [5.34754, -3.30282, -6.15826], [5.68438, -3.51078, -5.28140], [4.46195, -3.72373, -6.19123], [0.50675, -6.04416, -4.72484], [0.63556, -5.28182, -4.15130], [1.32833, -6.09761, -5.22752]],
  "mulliken_charge": [-0.803, 0.087, -0.831, -0.325, -1.188, 1.831, -1.204, 1.423, 0.891, -0.483, -0.474, 0.927, -1.232, -0.670, -0.631, 0.245, -0.166, -0.571, 0.395, 0.183, 0.020, 0.139, 0.246, 0.336, 0.359, -0.223, 0.710, 0.725, -0.108, -0.191, 0.639, 0.208, -0.484, 0.230, 0.235, -0.441, 0.306, 0.126, -0.611, 0.291, 0.284, -0.628, 0.274, 0.351, -0.541, 0.157, 0.253, -0.479, 0.210, 0.317, -0.598, 0.317, 0.310, -0.616, 0.391, 0.304, -0.647, 0.346, 0.274, -0.684, 0.382, 0.273, -0.624, 0.292, 0.285, -0.752, 0.367, 0.381, -0.449, 0.264, 0.214, -0.637, 0.307, 0.328, -0.616, 0.302, 0.310, -0.644, 0.307, 0.385, -0.665, 0.314, 0.347, -0.623, 0.287, 0.305, -0.474, 0.244, 0.262, -0.630, 0.327, 0.268, -0.605, 0.320, 0.270, -0.605, 0.324, 0.314, -0.656, 0.305, 0.345, -0.642, 0.277, 0.357, -0.620, 0.248, 0.370, -0.664, 0.301, 0.355, -0.665, 0.334, 0.270, -0.605, 0.286, 0.270, -0.582, 0.272, 0.263, -0.513, 0.272, 0.258, -0.544, 0.330, 0.232, -0.541, 0.171, 0.282, -0.609, 0.302, 0.316, -0.651, 0.323, 0.318, -0.643, 0.314, 0.341, -0.614, 0.292, 0.298, -0.594, 0.291, 0.301, -0.580, 0.271, 0.391, -0.646, 0.319, 0.321],
  "energy_ev": -121549.8048,
  "homo_ev": -8.9,
  "total_charge": 0,
  "lumo_ev": -0.9
}

=====

{
  "formula": "C12H9BrN2O4PtSbSe4",
  "method": "wB97M-V/def2-TZVPD",
  "elements": ["Pt", "Br", "C", "C", "C", "C", "C", "N", "H", "H", "H", "H", "O", "C", "O", "C", "C", "C", "C", "C", "C", "N", "O", "O", "H", "H", "H", "H", "Se", "Sb", "Se", "Se", "Se", "H"],
  "xyz": [[-0.72430, -0.31999, -2.47492], [2.15938, -1.60694, -3.56054], [2.25398, -0.05120, -2.47974], [3.50005, 0.48471, -2.18587], [3.55689, 1.62671, -1.39175], [2.37466, 2.18863, -0.92276], [1.17794, 1.58217, -1.26904], [1.09098, 0.47518, -2.03682], [4.41017, 0.03080, -2.56188], [4.51492, 2.07379, -1.14139], [2.38446, 3.07796, -0.30205], [0.22787, 1.98339, -0.92725], [-0.71318, -3.99462, -0.52034], [-0.66279, -2.74623, -0.74586], [-0.78211, -2.18283, -1.87798], [-0.43898, -1.84351, 0.45141], [-0.36995, -0.44726, 0.29342], [-0.16424, 0.39683, 1.38659], [-0.02311, -0.14325, 2.66345], [-0.08963, -1.53370, 2.83682], [-0.29576, -2.38203, 1.74282], [0.05966, -2.09718, 4.18374], [0.24051, -1.30406, 5.12299], [-0.00110, -3.32730, 4.32132], [-0.48021, -0.02458, -0.70555], [-0.11546, 1.47112, 1.23364], [0.13650, 0.52523, 3.50511], [-0.34930, -3.46373, 1.86435], [-4.94877, 4.30591, -1.24082], [-4.37331, 2.35704, -0.06977], [-6.34351, 1.11299, 0.19677], [-3.69102, 3.02373, 2.07287], [-2.53754, 1.00613, -1.28928], [-0.98371, -0.25391, -4.17170]],
  "mulliken_charge": [1.804, -0.086, 0.172, -0.556, -0.189, -0.921, -0.215, -0.294, 0.386, 0.380, 0.400, 0.792, -0.736, 0.582, -1.044, 0.586, 1.382, -0.852, -0.441, -0.029, -0.444, 0.964, -0.609, -0.593, -2.105, 0.530, 0.442, 0.560, -0.371, 0.650, -0.541, -0.583, -0.127, 0.106],
  "energy_ev": -364967.3015,
  "spin_multiplicity": 3,
  "s2": 2.3006,
  "e_above_lowest_ev": 1.2049,
  "homo_ev": [-4.9, -4.7],
  "total_charge": -1,
  "lumo_ev": [0.3, 0.0]
}

=====

{
  "formula": "C12H9Cl4NO7Ru",
  "method": "wB97M-V/def2-TZVPD",
  "elements": ["Ru", "O", "C", "C", "N", "C", "C", "O", "O", "C", "C", "O", "O", "H", "H", "H", "H", "H", "H", "H", "H", "H", "Cl", "C", "C", "Cl", "C", "Cl", "C", "O", "C", "O", "C", "Cl"],
  "xyz": [[-0.55057, 0.20447, 0.49519], [-1.23862, -1.80753, 0.07033], [-0.48635, -2.71216, 0.92522], [0.88836, -2.11418, 1.16561], [0.75325, -0.76098, 1.73802], [0.16949, -0.76431, 3.10473], [-1.35621, -0.63234, 3.06433], [-2.03543, -1.08487, 3.95369], [-1.80447, 0.02307, 2.02220], [1.95426, 0.09851, 1.65949], [1.48617, 1.56567, 1.75589], [2.13332, 2.37061, 2.37174], [0.33718, 1.81909, 1.14837], [-2.18257, -1.89530, 0.26176], [-0.39274, -3.67336, 0.42091], [-1.02786, -2.85445, 1.86167], [1.41929, -2.01639, 0.21842], [1.45922, -2.77448, 1.82666], [0.54765, 0.10626, 3.64303], [0.46193, -1.65748, 3.65712], [2.42569, -0.05447, 0.68776], [2.66788, -0.11418, 2.45598], [-1.72445, 3.17867, -5.48562], [-1.05398, 2.28298, -4.18779], [0.23155, 1.66832, -4.35952], [1.05429, 1.85094, -5.85009], [0.80186, 0.94114, -3.34692], [2.33049, 0.17869, -3.50049], [0.11825, 0.81867, -2.11718], [0.57498, 0.15044, -1.11170], [-1.17371, 1.41949, -1.93960], [-1.75560, 1.21832, -0.82756], [-1.74614, 2.16065, -3.01404], [-3.28644, 2.86051, -2.76759]],
  "mulliken_charge": [0.631, -0.419, -0.582, -0.493, -0.023, -0.383, 0.468, -0.653, -0.552, -0.419, 0.592, -0.629, -0.575, 0.392, 0.433, 0.380, 0.241, 0.479, 0.447, 0.312, 0.297, 0.417, -0.163, 0.257, 0.518, -0.176, -0.312, -0.176, 0.084, -0.370, 0.927, -0.815, 0.024, -0.158],
  "energy_ev": -81084.4125,
  "e_above_lowest_ev": 0.0000,
  "homo_ev": [-8.5, -8.4],
  "total_charge": 0,
  "lumo_ev": [-2.8, -2.9]
}

=====

{
  "formula": "C12H9Cl5NO5Re",
  "method": "wB97M-V/def2-TZVPD",
  "elements": ["Re", "O", "C", "C", "N", "C", "C", "O", "O", "C", "C", "O", "O", "H", "H", "H", "H", "H", "H", "H", "H", "H", "Cl", "C", "C", "C", "Cl", "C", "Cl", "C", "Cl", "C", "Cl"],
  "xyz": [[0.07380, -0.05690, 0.10250], [0.17060, 2.29330, 0.89160], [-0.90180, 3.10950, 0.43400], [-0.98910, 2.89500, -1.07410], [-1.22590, 1.47430, -1.38430], [-2.61740, 1.05930, -1.27460], [-2.81860, -0.27440, -0.47030], [-3.81440, -0.91800, -0.61340], [-1.85980, -0.55630, 0.36140], [-0.60350, 1.12750, -2.65720], [0.94620, 1.03740, -2.45180], [1.72290, 1.49370, -3.23650], [1.23140, 0.38680, -1.36430], [0.13920, 2.24470, 1.86910], [-0.66160, 4.15930, 0.64130], [-1.83470, 2.83490, 0.94320], [-0.02530, 3.18390, -1.50570], [-1.76630, 3.53350, -1.50720], [-3.08660, 0.91720, -2.25370], [-3.20390, 1.80100, -0.72630], [-0.81540, 1.86290, -3.44030], [-0.94350, 0.13880, -2.98180], [-0.78150, 1.44250, 3.64160], [-0.12440, -0.12260, 3.42220], [0.18840, -0.59770, 2.15310], [0.77960, -1.86210, 2.09590], [1.12730, -2.22270, 0.43560], [1.00890, -2.69410, 3.17240], [1.72120, -4.23070, 2.99810], [0.62580, -2.20410, 4.43720], [0.86410, -3.17500, 5.81310], [0.06450, -0.92500, 4.55660], [-0.40560, -0.35260, 6.09530]],
  "mulliken_charge": [1.454, -0.590, -0.410, -1.002, 0.127, -0.681, 0.405, -0.549, -0.513, -0.544, 0.565, -0.535, -0.636, 0.204, 0.460, 0.337, 0.417, 0.421, 0.440, 0.387, 0.402, 0.435, -0.247, 1.002, -0.434, 0.722, -0.146, -0.442, -0.153, 0.680, -0.132, -0.303, -0.139],
  "energy_ev": -89051.5985,
  "spin_multiplicity": 4,
  "s2": 3.7748,
  "e_above_lowest_ev": 0.8563,
  "homo_ev": [-12.6, -12.9],
  "total_charge": 1,
  "lumo_ev": [-4.9, -5.5]
}